Molecular formula: C84H225N24O5P5
Method: DFT, the ωB97M-V functional and the def2-TZVPD basis

Last columns: bonded neighbours and bond lengths (Å).
Atoms and positions in Å:
1 O -27.68 -12.44 17.07  P2 1.454
2 P -28.75 -12.49 16.08  O1 1.454, N3 1.679, N6 1.711, N9 1.675
3 N -30.33 -12.41 16.66  P2 1.679, C4 1.446, C5 1.418
4 C -30.54 -12.10 18.06  N3 1.446, H12 1.059, H13 1.126, H14 1.090
5 C -31.43 -12.58 15.78  N3 1.418, H15 1.090, H16 1.106, H17 1.110
6 N -28.54 -13.83 15.05  P2 1.711, C7 1.484, C8 1.431
7 C -27.67 -14.91 15.59  N6 1.484, H18 1.114, H19 1.129, H20 1.085
8 C -29.07 -14.05 13.74  N6 1.431, H21 1.116, H22 1.057, H23 1.062
9 N -28.84 -11.39 14.82  P2 1.675, C10 1.528, C11 1.432
10 C -29.53 -10.02 14.88  N9 1.528, H24 1.072, H25 1.074, H26 1.087
11 C -27.72 -11.35 13.92  N9 1.432, H27 1.096, H28 1.110, H29 1.082
12 H -29.66 -11.84 18.57  C4 1.059
13 H -30.98 -13.02 18.52  C4 1.126
14 H -31.30 -11.32 18.15  C4 1.090
15 H -31.10 -12.79 14.77  C5 1.090
16 H -32.10 -11.70 15.75  C5 1.106
17 H -31.97 -13.48 16.14  C5 1.110
18 H -28.23 -15.50 16.34  C7 1.114
19 H -27.42 -15.70 14.82  C7 1.129
20 H -26.75 -14.52 16.01  C7 1.085
21 H -28.24 -14.24 13.02  C8 1.116
22 H -29.76 -14.85 13.70  C8 1.057
23 H -29.51 -13.10 13.54  C8 1.062
24 H -30.43 -9.99 15.46  C10 1.072
25 H -28.90 -9.33 15.40  C10 1.074
26 H -29.74 -9.67 13.88  C10 1.087
27 H -28.13 -11.43 12.91  C11 1.096
28 H -27.12 -12.28 14.03  C11 1.110
29 H -27.16 -10.43 14.01  C11 1.082
30 O -21.28 -2.21 21.36  P31 1.470
31 P -21.94 -2.88 20.23  O30 1.470, N32 1.640, N35 1.692, N38 1.645
32 N -23.45 -3.41 20.59  P31 1.640, C33 1.487, C34 1.424
33 C -24.25 -4.26 19.66  N32 1.487, H41 1.091, H42 1.112, H43 1.069
34 C -24.25 -2.67 21.50  N32 1.424, H44 1.098, H45 1.097, H46 1.082
35 N -21.27 -4.21 19.43  P31 1.692, C36 1.478, C37 1.457
36 C -21.36 -5.57 20.00  N35 1.478, H47 1.093, H48 1.076, H49 1.116
37 C -20.10 -3.95 18.60  N35 1.457, H50 1.076, H51 1.102, H52 1.076
38 N -22.15 -1.92 18.91  P31 1.645, C39 1.450, C40 1.447
39 C -22.00 -0.48 19.05  N38 1.450, H53 1.081, H54 1.128, H55 1.068
40 C -22.84 -2.18 17.67  N38 1.447, H56 1.084, H57 1.105, H58 1.108
41 H -25.01 -3.69 19.12  C33 1.091
42 H -24.85 -4.96 20.29  C33 1.112
43 H -23.71 -4.81 18.92  C33 1.069
44 H -24.66 -1.73 21.10  C34 1.098
45 H -23.69 -2.25 22.35  C34 1.097
46 H -25.10 -3.20 21.90  C34 1.082
47 H -22.38 -5.68 20.37  C36 1.093
48 H -21.18 -6.33 19.25  C36 1.076
49 H -20.70 -5.72 20.88  C36 1.116
50 H -19.24 -4.40 19.05  C37 1.076
51 H -20.26 -4.47 17.64  C37 1.102
52 H -19.89 -2.91 18.43  C37 1.076
53 H -21.75 -0.12 18.06  C39 1.081
54 H -23.02 -0.09 19.35  C39 1.128
55 H -21.30 -0.15 19.79  C39 1.068
56 H -23.90 -2.01 17.81  C40 1.084
57 H -22.82 -3.28 17.55  C40 1.105
58 H -22.40 -1.59 16.83  C40 1.108
59 O -26.11 -7.04 20.12  P60 1.488
60 P -25.84 -8.36 20.74  O59 1.488, N61 1.677, N64 1.730, N67 1.658
61 N -26.07 -8.32 22.40  P60 1.677, C62 1.545, C63 1.448
62 C -26.11 -9.55 23.34  N61 1.545, H70 1.036, H71 1.145, H72 1.115
63 C -26.07 -7.11 23.19  N61 1.448, H73 1.064, H74 1.060, H75 1.119
64 N -24.21 -8.88 20.47  P60 1.730, C65 1.449, C66 1.434
65 C -23.70 -8.97 19.12  N64 1.449, H76 1.136, H77 1.091, H78 1.068
66 C -23.12 -8.82 21.40  N64 1.434, H79 1.122, H80 1.136, H81 1.105
67 N -26.76 -9.50 19.97  P60 1.658, C68 1.444, C69 1.398
68 C -26.42 -10.89 20.11  N67 1.444, H82 1.092, H83 1.115, H84 1.086
69 C -28.13 -9.24 19.80  N67 1.398, H85 1.089, H86 1.075, H87 1.088
70 H -26.44 -10.35 22.77  C62 1.036
71 H -27.01 -9.30 24.01  C62 1.145
72 H -25.22 -9.86 23.93  C62 1.115
73 H -27.03 -6.66 23.33  C63 1.064
74 H -25.41 -6.44 22.70  C63 1.060
75 H -25.73 -7.31 24.24  C63 1.119
76 H -22.77 -8.36 18.89  C65 1.136
77 H -23.34 -9.98 18.98  C65 1.091
78 H -24.50 -8.72 18.45  C65 1.068
79 H -22.42 -9.66 21.17  C66 1.122
80 H -22.42 -7.93 21.49  C66 1.136
81 H -23.50 -9.00 22.43  C66 1.105
82 H -25.35 -11.02 20.32  C68 1.092
83 H -26.91 -11.29 21.03  C68 1.115
84 H -26.78 -11.39 19.22  C68 1.086
85 H -28.72 -9.33 20.70  C69 1.089
86 H -28.53 -9.92 19.07  C69 1.075
87 H -28.21 -8.23 19.42  C69 1.088
88 O -18.93 -12.12 21.57  P89 1.471
89 P -17.96 -11.64 20.57  O88 1.471, N90 1.676, N93 1.651, N96 1.648
90 N -16.98 -12.87 19.98  P89 1.676, C91 1.463, C92 1.439
91 C -15.58 -12.76 19.56  N90 1.463, H99 1.102, H100 1.097, H101 1.086
92 C -17.64 -13.96 19.32  N90 1.439, H102 1.106, H103 1.126, H104 1.100
93 N -16.77 -10.62 21.08  P89 1.651, C94 1.447, C95 1.453
94 C -17.04 -9.19 21.04  N93 1.447, H105 1.052, H106 1.075, H107 1.123
95 C -16.05 -10.92 22.30  N93 1.453, H108 1.130, H109 1.048, H110 1.101
96 N -18.64 -10.86 19.29  P89 1.648, C97 1.436, C98 1.484
97 C -17.91 -10.43 18.13  N96 1.436, H111 1.112, H112 1.065, H113 1.109
98 C -20.00 -10.27 19.34  N96 1.484, H114 1.114, H115 1.098, H116 1.102
99 H -15.40 -13.16 18.55  C91 1.102
100 H -14.82 -13.18 20.23  C91 1.097
101 H -15.26 -11.73 19.58  C91 1.086
102 H -17.34 -15.01 19.51  C92 1.106
103 H -17.61 -13.82 18.20  C92 1.126
104 H -18.69 -13.92 19.66  C92 1.100
105 H -17.47 -8.90 20.14  C94 1.052
106 H -17.76 -8.88 21.77  C94 1.075
107 H -16.12 -8.57 21.21  C94 1.123
108 H -15.20 -10.18 22.47  C95 1.130
109 H -16.61 -10.81 23.18  C95 1.048
110 H -15.62 -11.93 22.29  C95 1.101
111 H -18.48 -10.77 17.24  C97 1.112
112 H -17.81 -9.37 18.04  C97 1.065
113 H -16.92 -10.93 18.15  C97 1.109
114 H -20.60 -10.65 18.49  C98 1.114
115 H -19.96 -9.19 19.18  C98 1.098
116 H -20.51 -10.50 20.29  C98 1.102
117 O -19.49 -5.53 22.49  P118 1.477
118 P -19.43 -5.28 23.95  O117 1.477, N119 1.678, N122 1.609, N125 1.649
119 N -20.79 -4.60 24.66  P118 1.678, C120 1.441, C121 1.465
120 C -20.90 -3.25 25.15  N119 1.441, H128 1.116, H129 1.061, H130 1.091
121 C -22.06 -5.25 24.34  N119 1.465, H131 1.028, H132 1.107, H133 1.073
122 N -18.28 -4.17 24.10  P118 1.609, C123 1.435, C124 1.485
123 C -18.01 -3.18 23.11  N122 1.435, H134 1.084, H135 1.071, H136 1.106
124 C -17.64 -3.97 25.43  N122 1.485, H137 1.100, H138 1.064, H139 1.085
125 N -19.21 -6.61 24.89  P118 1.649, C126 1.504, C127 1.436
126 C -18.24 -7.70 24.52  N125 1.504, H140 1.096, H141 1.068, H142 1.089
127 C -19.55 -6.70 26.29  N125 1.436, H143 1.159, H144 1.037, H145 1.159
128 H -19.95 -2.82 25.53  C120 1.116
129 H -21.65 -3.29 25.90  C120 1.061
130 H -21.15 -2.55 24.35  C120 1.091
131 H -21.90 -6.07 23.74  C121 1.028
132 H -22.73 -4.58 23.77  C121 1.107
133 H -22.60 -5.49 25.24  C121 1.073
134 H -18.32 -2.20 23.45  C123 1.084
135 H -16.96 -3.04 22.96  C123 1.071
136 H -18.58 -3.49 22.22  C123 1.106
137 H -17.98 -3.08 25.97  C124 1.100
138 H -17.87 -4.77 26.09  C124 1.064
139 H -16.57 -3.87 25.32  C124 1.085
140 H -18.09 -7.70 23.43  C126 1.096
141 H -17.27 -7.59 24.95  C126 1.068
142 H -18.68 -8.66 24.77  C126 1.089
143 H -19.78 -7.81 26.55  C127 1.159
144 H -20.30 -6.00 26.44  C127 1.037
145 H -18.67 -6.55 27.02  C127 1.159
146 C -27.55 -3.51 27.95  C147 1.572, H153 1.064, H154 1.074, H155 1.131
147 C -28.51 -3.91 26.76  C146 1.572, N148 1.528, H156 1.099, H157 1.122
148 N -29.34 -5.14 27.12  C147 1.528, C149 1.435, C151 1.466
149 C -28.59 -6.35 27.29  N148 1.435, C150 1.559, H158 1.138, H159 1.105
150 C -27.72 -6.76 26.06  C149 1.559, H160 1.080, H161 1.108, H162 1.067
151 C -30.49 -5.23 26.22  N148 1.466, C152 1.517, H163 1.156, H164 1.071
152 C -31.66 -6.01 26.79  C151 1.517, H165 1.075, H166 1.104, H167 1.093
153 H -28.15 -3.13 28.74  C146 1.064
154 H -26.88 -2.76 27.59  C146 1.074
155 H -26.89 -4.35 28.32  C146 1.131
156 H -29.19 -3.06 26.61  C147 1.099
157 H -28.01 -4.06 25.77  C147 1.122
158 H -28.04 -6.32 28.28  C149 1.138
159 H -29.36 -7.15 27.33  C149 1.105
160 H -26.79 -6.21 26.03  C150 1.080
161 H -27.53 -7.84 25.90  C150 1.108
162 H -28.24 -6.41 25.19  C150 1.067
163 H -30.18 -5.74 25.23  C151 1.156
164 H -30.75 -4.24 25.91  C151 1.071
165 H -32.04 -5.66 27.74  C152 1.075
166 H -31.55 -7.10 26.93  C152 1.104
167 H -32.51 -5.87 26.12  C152 1.093
168 C -22.83 -9.16 25.59  C169 1.533, H175 1.130, H176 1.072, H177 1.074
169 C -23.27 -10.29 26.52  C168 1.533, N170 1.467, H178 1.065, H179 1.094
170 N -24.64 -10.78 26.28  C169 1.467, C171 1.503, C173 1.424
171 C -24.79 -12.25 26.55  N170 1.503, C172 1.502, H180 1.127, H181 1.095
172 C -26.21 -12.71 26.42  C171 1.502, H182 1.081, H183 1.083, H184 1.098
173 C -25.54 -9.82 26.82  N170 1.424, C174 1.534, H185 1.131, H186 1.117
174 C -25.49 -9.59 28.33  C173 1.534, H187 1.089, H188 1.076, H189 1.201
175 H -21.73 -9.00 25.42  C168 1.130
176 H -23.18 -8.20 25.93  C168 1.072
177 H -23.36 -9.31 24.67  C168 1.074
178 H -22.68 -11.17 26.39  C169 1.065
179 H -23.13 -10.02 27.57  C169 1.094
180 H -24.05 -12.69 25.82  C171 1.127
181 H -24.34 -12.66 27.46  C171 1.095
182 H -26.66 -12.31 25.52  C172 1.081
183 H -26.30 -13.79 26.46  C172 1.083
184 H -26.72 -12.31 27.30  C172 1.098
185 H -26.62 -10.04 26.54  C173 1.131
186 H -25.37 -8.85 26.28  C173 1.117
187 H -24.47 -9.31 28.61  C174 1.089
188 H -25.80 -10.47 28.87  C174 1.076
189 H -26.13 -8.69 28.80  C174 1.201
190 C -33.88 -9.82 23.87  C191 1.542, H197 1.066, H198 1.105, H199 1.144
191 C -33.09 -10.69 24.86  C190 1.542, N192 1.386, H200 1.048, H201 1.066
192 N -31.84 -10.16 25.13  C191 1.386, C193 1.426, C195 1.460
193 C -30.92 -10.49 24.09  N192 1.426, C194 1.529, H202 1.148, H203 1.073
194 C -29.61 -9.72 24.30  C193 1.529, H204 1.148, H205 1.107, H206 1.119
195 C -31.43 -10.23 26.53  N192 1.460, C196 1.515, H207 1.116, H208 1.109
196 C -31.08 -11.61 27.05  C195 1.515, H209 1.062, H210 1.096, H211 1.067
197 H -34.83 -10.22 23.61  C190 1.066
198 H -33.31 -9.64 22.94  C190 1.105
199 H -34.04 -8.82 24.40  C190 1.144
200 H -33.67 -10.78 25.73  C191 1.048
201 H -33.12 -11.61 24.32  C191 1.066
202 H -30.80 -11.63 24.00  C193 1.148
203 H -31.33 -10.22 23.14  C193 1.073
204 H -29.00 -10.08 25.21  C194 1.148
205 H -28.95 -9.84 23.43  C194 1.107
206 H -29.67 -8.61 24.30  C194 1.119
207 H -32.24 -9.75 27.12  C195 1.116
208 H -30.58 -9.52 26.66  C195 1.109
209 H -31.89 -12.29 26.91  C196 1.062
210 H -30.83 -11.56 28.11  C196 1.096
211 H -30.28 -12.02 26.47  C196 1.067
212 C -24.43 -12.48 16.34  C213 1.476, H219 1.107, H220 1.077, H221 1.077
213 C -23.18 -12.43 15.55  C212 1.476, N214 1.459, H222 1.124, H223 1.118
214 N -22.34 -13.62 15.47  C213 1.459, C215 1.523, C217 1.434
215 C -22.06 -14.28 16.81  N214 1.523, C216 1.550, H224 1.120, H225 1.084
216 C -21.33 -15.62 16.56  C215 1.550, H226 1.068, H227 1.095, H228 1.111
217 C -21.13 -13.39 14.74  N214 1.434, C218 1.532, H229 1.118, H230 1.060
218 C -19.98 -12.60 15.38  C217 1.532, H231 1.137, H232 1.119, H233 1.105
219 H -24.23 -12.40 17.42  C212 1.107
220 H -25.02 -13.38 16.25  C212 1.077
221 H -25.10 -11.71 15.99  C212 1.077
222 H -23.44 -12.19 14.49  C213 1.124
223 H -22.58 -11.57 15.95  C213 1.118
224 H -21.60 -13.58 17.56  C215 1.120
225 H -23.04 -14.50 17.20  C215 1.084
226 H -20.36 -15.50 16.12  C216 1.068
227 H -21.31 -16.18 17.51  C216 1.095
228 H -22.00 -16.14 15.84  C216 1.111
229 H -21.38 -12.83 13.80  C217 1.118
230 H -20.84 -14.37 14.44  C217 1.060
231 H -19.22 -12.33 14.58  C218 1.137
232 H -19.50 -13.22 16.17  C218 1.119
233 H -20.43 -11.76 15.93  C218 1.105
234 C -23.87 -16.32 19.94  C235 1.552, H241 1.090, H242 1.045, H243 1.023
235 C -25.42 -16.26 20.03  C234 1.552, N236 1.455, H244 1.125, H245 1.115
236 N -25.99 -15.86 21.31  C235 1.455, C237 1.468, C239 1.438
237 C -25.70 -16.75 22.44  N236 1.468, C238 1.543, H246 1.059, H247 1.105
238 C -26.50 -18.07 22.46  C237 1.543, H248 1.099, H249 1.153, H250 1.066
239 C -27.40 -15.59 21.22  N236 1.438, C240 1.536, H251 1.136, H252 1.120
240 C -27.97 -15.01 22.53  C239 1.536, H253 1.095, H254 1.049, H255 1.126
241 H -23.70 -17.30 20.40  C234 1.090
242 H -23.48 -15.60 20.58  C234 1.045
243 H -23.63 -16.29 18.95  C234 1.023
244 H -25.73 -15.49 19.27  C235 1.125
245 H -25.75 -17.20 19.54  C235 1.115
246 H -24.68 -17.03 22.38  C237 1.059
247 H -25.98 -16.19 23.35  C237 1.105
248 H -26.25 -18.74 21.62  C238 1.099
249 H -26.45 -18.58 23.49  C238 1.153
250 H -27.54 -17.86 22.52  C238 1.066
251 H -27.94 -16.51 20.83  C239 1.136
252 H -27.50 -14.81 20.43  C239 1.120
253 H -27.51 -14.04 22.74  C240 1.095
254 H -27.95 -15.64 23.36  C240 1.049
255 H -29.04 -14.69 22.39  C240 1.126
256 C -30.64 -7.05 20.91  C257 1.563, H263 1.061, H264 1.085, H265 1.138
257 C -29.48 -6.00 20.91  C256 1.563, N258 1.462, H266 1.068, H267 1.056
258 N -29.54 -5.10 19.76  C257 1.462, C259 1.440, C261 1.443
259 C -28.28 -4.39 19.72  N258 1.440, C260 1.532, H268 1.132, H269 1.096
260 C -27.94 -3.83 18.33  C259 1.532, H270 1.084, H271 1.101, H272 1.120
261 C -30.68 -4.22 19.81  N258 1.443, C262 1.567, H273 1.068, H274 1.062
262 C -30.71 -3.17 20.97  C261 1.567, H275 1.073, H276 1.045, H277 1.126
263 H -30.50 -7.72 21.73  C256 1.061
264 H -30.85 -7.62 20.01  C256 1.085
265 H -31.64 -6.58 21.20  C256 1.138
266 H -29.60 -5.51 21.85  C257 1.068
267 H -28.52 -6.44 20.96  C257 1.056
268 H -28.20 -3.63 20.55  C259 1.132
269 H -27.49 -5.13 19.86  C259 1.096
270 H -27.93 -4.51 17.50  C260 1.084
271 H -28.59 -3.01 17.98  C260 1.101
272 H -26.92 -3.38 18.36  C260 1.120
273 H -31.56 -4.82 19.91  C261 1.068
274 H -30.70 -3.79 18.84  C261 1.062
275 H -31.44 -2.40 20.84  C262 1.073
276 H -29.71 -2.87 21.10  C262 1.045
277 H -30.89 -3.72 21.94  C262 1.126
278 C -25.87 -7.79 16.12  C279 1.497, H285 1.042, H286 1.090, H287 1.091
279 C -25.75 -6.31 16.30  C278 1.497, N280 1.416, H288 1.101, H289 1.077
280 N -24.81 -5.75 15.41  C279 1.416, C281 1.456, C283 1.426
281 C -25.01 -4.32 15.31  N280 1.456, C282 1.549, H290 1.062, H291 1.090
282 C -25.85 -4.04 14.03  C281 1.549, H292 1.071, H293 1.112, H294 1.092
283 C -23.52 -5.95 15.98  N280 1.426, C284 1.591, H295 1.089, H296 1.055
284 C -22.30 -5.60 15.02  C283 1.591, H297 1.086, H298 1.103, H299 1.106
285 H -26.49 -8.16 16.87  C278 1.042
286 H -24.87 -8.21 16.20  C278 1.090
287 H -26.25 -7.99 15.11  C278 1.091
288 H -26.76 -5.92 16.06  C279 1.101
289 H -25.63 -6.07 17.34  C279 1.077
290 H -25.48 -3.90 16.17  C281 1.062
291 H -24.04 -3.88 15.09  C281 1.090
292 H -26.28 -3.06 14.01  C282 1.071
293 H -25.25 -4.11 13.09  C282 1.112
294 H -26.66 -4.77 14.01  C282 1.092
295 H -23.55 -6.99 16.30  C283 1.089
296 H -23.37 -5.46 16.91  C283 1.055
297 H -21.37 -5.99 15.43  C284 1.086
298 H -22.18 -4.52 14.86  C284 1.103
299 H -22.38 -5.97 13.98  C284 1.106
300 C -15.57 -6.90 17.94  C301 1.539, H307 1.102, H308 1.056, H309 1.114
301 C -17.03 -6.50 17.66  C300 1.539, N302 1.430, H310 1.087, H311 1.084
302 N -17.63 -7.22 16.58  C301 1.430, C303 1.471, C305 1.466
303 C -19.09 -7.05 16.42  N302 1.471, C304 1.577, H312 1.038, H313 1.146
304 C -19.60 -8.24 15.52  C303 1.577, H314 1.105, H315 1.055, H316 1.069
305 C -16.97 -6.98 15.30  N302 1.466, C306 1.535, H317 1.084, H318 1.073
306 C -16.98 -5.53 14.81  C305 1.535, H319 1.069, H320 1.076, H321 1.089
307 H -14.90 -6.76 17.08  C300 1.102
308 H -15.58 -7.93 18.18  C300 1.056
309 H -15.15 -6.40 18.84  C300 1.114
310 H -17.59 -6.77 18.55  C301 1.087
311 H -17.18 -5.44 17.52  C301 1.084
312 H -19.51 -7.18 17.36  C303 1.038
313 H -19.44 -6.05 15.99  C303 1.146
314 H -19.40 -8.10 14.44  C304 1.105
315 H -19.08 -9.07 15.90  C304 1.055
316 H -20.63 -8.38 15.77  C304 1.069
317 H -17.48 -7.66 14.63  C305 1.084
318 H -15.95 -7.31 15.32  C305 1.073
319 H -17.87 -5.44 14.22  C306 1.069
320 H -16.12 -5.36 14.18  C306 1.076
321 H -16.82 -4.73 15.53  C306 1.089
322 C -22.15 -15.93 24.57  C323 1.540, H329 1.143, H330 1.108, H331 1.121
323 C -22.02 -14.74 23.60  C322 1.540, N324 1.482, H332 1.108, H333 1.112
324 N -21.99 -13.45 24.31  C323 1.482, C325 1.474, C327 1.463
325 C -20.60 -13.20 24.74  N324 1.474, C326 1.524, H334 1.103, H335 1.084
326 C -20.32 -12.52 26.07  C325 1.524, H336 1.075, H337 1.097, H338 1.126
327 C -22.43 -12.34 23.47  N324 1.463, C328 1.535, H339 1.167, H340 1.117
328 C -23.92 -12.30 23.11  C327 1.535, H341 1.083, H342 1.112, H343 1.145
329 H -23.00 -15.74 25.30  C322 1.143
330 H -21.18 -16.21 25.04  C322 1.108
331 H -22.42 -16.90 24.07  C322 1.121
332 H -21.10 -14.84 22.99  C323 1.108
333 H -22.90 -14.72 22.92  C323 1.112
334 H -20.14 -14.21 24.74  C325 1.103
335 H -20.08 -12.65 23.96  C325 1.084
336 H -19.25 -12.57 26.17  C326 1.075
337 H -20.70 -11.49 26.16  C326 1.097
338 H -20.73 -13.10 26.95  C326 1.126
339 H -21.73 -12.30 22.54  C327 1.167
340 H -22.21 -11.34 23.93  C327 1.117
341 H -24.46 -11.85 23.93  C328 1.083
342 H -24.33 -13.31 22.93  C328 1.112
343 H -24.16 -11.56 22.26  C328 1.145

For the HOMO-LUMO gap, the calculation gives 8.38 eV. For the highest occupied orbital energy, the calculation gives -7.849 eV. The molar mass comes out at 1806.757 g/mol. As for the spin multiplicity: 1.

Mulliken atomic charge list, values in e, 99 entries: atom 1 (O): -0.345, atom 2 (P): 0.167, atom 3 (N): 0.519, atom 4 (C): -0.786, atom 5 (C): -1.087, atom 6 (N): 0.390, atom 7 (C): -0.707, atom 8 (C): -1.243, atom 9 (N): 0.195, atom 10 (C): -0.916, atom 11 (C): -0.923, atom 12 (H): -0.041, atom 13 (H): 0.271, atom 14 (H): 0.317, atom 15 (H): 0.249, atom 16 (H): 0.363, atom 17 (H): 0.353, atom 18 (H): 0.281, atom 19 (H): 0.346, atom 20 (H): -0.061, atom 21 (H): 0.398, atom 22 (H): 0.299, atom 23 (H): 0.490, atom 24 (H): 0.296, atom 25 (H): 0.168, atom 26 (H): 0.383, atom 27 (H): 0.353, atom 28 (H): 0.251, atom 29 (H): 0.175, atom 30 (O): -0.973, atom 31 (P): 0.068, atom 32 (N): 1.334, atom 33 (C): -0.167, atom 34 (C): -1.314, atom 35 (N): 1.044, atom 36 (C): 0.171, atom 37 (C): -1.183, atom 38 (N): 0.240, atom 39 (C): -1.096, atom 40 (C): -0.606, atom 41 (H): 0.191, atom 42 (H): 0.112, atom 43 (H): -0.745, atom 44 (H): 0.244, atom 45 (H): 0.270, atom 46 (H): 0.364, atom 47 (H): 0.063, atom 48 (H): -0.169, atom 49 (H): -0.053, atom 50 (H): 0.251, atom 51 (H): 0.017, atom 52 (H): 0.620, atom 53 (H): 0.305, atom 54 (H): 0.273, atom 55 (H): 0.283, atom 56 (H): 0.365, atom 57 (H): -0.315, atom 58 (H): 0.539, atom 59 (O): -0.390, atom 60 (P): -1.230, atom 61 (N): 1.211, atom 62 (C): 1.017, atom 63 (C): -0.148, atom 64 (N): 1.423, atom 65 (C): -0.349, atom 66 (C): 0.297, atom 67 (N): 1.552, atom 68 (C): -0.412, atom 69 (C): 0.059, atom 70 (H): -0.079, atom 71 (H): -0.979, atom 72 (H): -0.331, atom 73 (H): -0.085, atom 74 (H): 0.221, atom 75 (H): -0.320, atom 76 (H): -0.196, atom 77 (H): 0.447, atom 78 (H): -0.347, atom 79 (H): -0.337, atom 80 (H): -0.426, atom 81 (H): -0.278, atom 82 (H): -0.172, atom 83 (H): -0.043, atom 84 (H): 0.087, atom 85 (H): -0.254, atom 86 (H): -0.244, atom 87 (H): -0.077, atom 88 (O): -0.389, atom 89 (P): -1.071, atom 90 (N): 0.401, atom 91 (C): -1.141, atom 92 (C): -0.972, atom 93 (N): 0.777, atom 94 (C): -0.665, atom 95 (C): -1.041, atom 96 (N): 1.708, atom 97 (C): -0.387, atom 98 (C): -0.384, atom 99 (H): 0.347